1.
This record from the Open Molecules 2025 dataset describes a molecular structure, C27H27BrO2S2V at a distorted geometry. The level of theory is ωB97M-V/def2-TZVPD.

ORCA input file:
```
! RIJCOSX wB97M-V def2-TZVPD def2/J DEFGRID3
* xyz 1 3
Br -2.5291 0.8067 0.1335
V 0.5379 0.3384 -1.2709
S -0.0698 -2.7034 -0.5498
S 3.2376 1.1841 0.4167
O 2.3485 0.9560 -0.8167
O -0.2518 -1.1743 -0.4647
C -1.5695 -5.1679 2.2041
C -0.0064 3.5368 -3.8404
C -0.8092 -3.2940 0.9381
C -2.9158 1.4794 -1.6084
C 0.4175 2.6671 -2.8062
C 0.5371 2.9006 3.6184
C 0.9564 2.3935 1.3029
C -2.2762 2.7947 -3.5137
C -1.1755 -2.4124 1.9419
C 2.2414 -1.1931 1.5798
C -4.5930 2.2033 -3.1553
C -1.9381 -4.3027 3.2272
C -0.4656 1.8676 -2.1024
C 1.7734 2.3654 3.9700
C -1.3091 3.5497 -4.2249
C -3.6424 2.8430 -3.8895
C 2.6019 1.8310 2.9984
C 3.4928 -0.4890 1.0378
C 0.9795 -0.5774 -3.0634
C -4.2280 1.5414 -1.9626
C -1.0081 -4.6645 1.0413
C 2.1707 1.8372 1.6755
C 0.1312 2.9165 2.2932
C -1.7490 -2.9323 3.0948
C -1.8623 2.0258 -2.3929
C 1.6835 -2.9946 -0.1913
C 2.1766 -2.6843 1.2186
H -1.0364 -1.3465 1.8164
H 0.1004 -0.5761 -3.7122
H 1.3382 -0.7001 1.2201
H -2.0548 -2.2616 3.8875
H -4.9867 1.1219 -1.3162
H 2.1794 -2.4028 -0.9680
H -2.3884 -4.6994 4.1279
H -1.7343 -6.2326 2.3034
H 0.7196 4.1569 -4.3527
H 3.5663 1.4175 3.2746
H 1.8259 -4.0477 -0.4457
H 3.1672 -3.1368 1.3140
H 4.2969 -0.4291 1.7737
H 1.4827 2.6229 -2.5982
H -0.8249 3.3414 2.0148
H 2.2159 -1.0819 2.6618
H 2.0931 2.3661 5.0042
H 0.6475 2.4518 0.2646
H -3.9195 3.4153 -4.7673
H 1.5429 -3.1968 1.9437
H -1.6348 4.1607 -5.0590
H -5.6346 2.2406 -3.4467
H -0.1046 3.3173 4.3840
H 1.7747 -0.0253 -3.5725
H 3.9065 -0.9733 0.1489
H 1.3175 -1.6201 -2.9666
H -0.7426 -5.3300 0.2263
*
```

Calculated values
**HOMO-LUMO gap (spin up / spin down)**: 7.54 / 7.85 eV
**LUMO level (spin up / spin down)**: -2.3895 / -2.3573 eV
**Highest occupied orbital energy (spin up / spin down)**: -9.93 / -10.21 eV
**Energy above the lowest of the compared OMol25 structures with the same formula, charge and spin**: 2.288 eV
**E_tot**: -149925.53603 eV

Mulliken population analysis, charges in e, atoms 1 to 8: number 1, Br, carries -0.119; number 2, V, carries 0.672; number 3, S, carries 0.065; number 4, S, carries -0.021; number 5, O, carries -0.168; number 6, O, carries -0.073; number 7, C, carries -0.607; number 8, C, carries -1.111

=====

2.
This record from the Open Molecules 2025 dataset describes a molecular structure, C27H27CrN9O3S5. The level of theory is ωB97M-V/def2-TZVPD.

ORCA input file:
```
! RIJCOSX wB97M-V def2-TZVPD def2/J DEFGRID3
* xyz 1 4
Cr -0.1369 -1.0381 0.7257
S 4.2804 -1.1691 -3.7939
S 2.5575 -2.2676 -1.6088
S -3.0207 0.6038 0.3128
S 1.8459 -2.1596 1.3603
S -1.3611 -2.3998 2.2297
O -2.3147 1.6357 1.0584
O 0.9880 0.3934 -0.1682
O -3.9847 -0.1887 1.0225
N -0.8199 -2.2111 -0.8165
N 4.5617 -0.8675 -1.1030
N -1.1309 -0.0036 3.3698
N -2.9905 -1.8042 -1.7051
N -5.5079 3.0142 -4.4330
N 3.9611 -1.0371 0.1244
N -0.2829 0.3698 2.3167
N -2.6044 -1.4496 4.3406
N -1.7941 -0.3321 -0.2273
C 8.0718 0.0528 -1.8315
C 2.8925 -1.7431 0.0213
C 3.9309 -1.3677 -2.1988
C -4.9341 2.4587 -3.3315
C 2.3960 2.2243 0.1403
C 7.0758 1.7726 -0.4819
C 3.4468 4.3591 0.4924
C 2.7903 3.4701 -0.3437
C -3.1074 2.3473 -1.7593
C 2.7015 1.8573 1.4544
C 1.6838 1.3716 -2.1982
C -1.9428 -1.4635 -0.9703
C 1.6540 1.2772 -0.7083
C 3.7334 3.9962 1.8009
C -0.7363 -3.3805 -1.4471
C 5.7951 -0.1381 -1.1352
C -5.5801 1.4273 -2.6330
C 6.8835 -0.6598 -1.8153
C -1.7285 -1.2021 3.3733
C -3.6837 2.9099 -2.8747
C -3.7617 1.3232 -1.0808
C 3.3724 2.7407 2.2797
C 5.8808 1.0706 -0.4647
C 8.1704 1.2680 -1.1688
C -2.8788 -2.9618 -2.3485
C -4.9975 0.8625 -1.5206
C -1.7667 -3.7957 -2.2622
H 0.6279 0.6399 2.6771
H 2.4823 0.8490 1.7886
H -2.8804 -0.7554 5.0151
H -0.7445 1.1475 1.8166
H -3.1003 -2.3247 4.3327
H -1.7187 -4.7315 -2.7962
H -5.4894 0.0632 -0.9845
H -3.7278 -3.2451 -2.9603
H 8.9252 -0.3483 -2.3612
H 3.6379 2.4464 3.2863
H 0.8731 2.0354 -2.5145
H -6.5459 1.0763 -2.9742
H 7.1500 2.7160 0.0430
H -3.1826 3.7137 -3.3994
H 3.7405 5.3315 0.1219
H 5.0236 1.4460 0.0754
H 0.1584 -3.9668 -1.2799
H -6.4150 2.7221 -4.7440
H 6.7993 -1.6064 -2.3293
H -5.0679 3.7725 -4.9186
H -2.1554 2.7121 -1.3951
H 2.6253 1.7660 -2.5725
H 2.5710 3.7553 -1.3641
H 1.4980 0.3864 -2.6217
H 4.2571 4.6880 2.4475
H -1.4210 0.7237 4.0067
H 9.1016 1.8184 -1.1837
*
```

Calculated values
**HOMO-LUMO gap (spin up / spin down)**: 6.92 / 6.71 eV
**LUMO level (spin up / spin down)**: -3.0745 / -3.2870 eV
**Highest occupied orbital energy (spin up / spin down)**: -10.00 / -9.99 eV
**Energy above the lowest of the compared OMol25 structures with the same formula, charge and spin**: 0.000 eV
**E_tot**: -130585.75679 eV

Mulliken population analysis, charges in e, atoms 1 to 8: number 1, Cr, carries -0.085; number 2, S, carries -0.243; number 3, S, carries -0.209; number 4, S, carries 1.519; number 5, S, carries -0.376; number 6, S, carries -0.435; number 7, O, carries -0.989; number 8, O, carries 0.441

=====

3.
This record from the Open Molecules 2025 dataset describes 3 unconnected molecules or ions with the total composition C27H27F3N4O5S at a distorted geometry. The level of theory is ωB97M-V/def2-TZVPD.

ORCA input file:
```
! RIJCOSX wB97M-V def2-TZVPD def2/J DEFGRID3
* xyz 0 1
S -2.8991 4.9407 -2.4020
F -0.7414 0.6114 1.7515
F 6.1372 2.7311 5.7990
F 0.6552 -3.2769 -3.8819
O -2.5636 -2.4073 -1.6306
O -5.3180 -0.4830 -0.1974
O -1.0999 1.9580 3.4314
O -0.2268 -0.0682 -0.8788
O 1.1170 3.2279 -1.6739
N 0.3116 3.3767 -3.9870
N -0.8932 4.3065 -0.5867
N -2.8793 1.5477 -0.6882
N 2.2432 1.3522 0.8473
C -5.6946 -0.8287 1.1196
C -1.7730 4.5344 -1.4083
C 4.5738 -4.4908 -3.7969
C 3.5148 1.2259 3.8183
C -0.3978 -1.2862 -1.5938
C 3.5765 -5.3849 -4.1627
C -2.0127 2.1828 -0.2799
C -4.6236 -0.5070 2.1694
C -1.7775 -1.4371 -2.2898
C 0.0180 1.0090 -1.7523
C -4.7580 -1.5591 -0.9282
C 4.2461 -3.1848 -3.4594
C 2.5777 2.1164 5.8485
C 4.9145 2.3118 5.4170
C 4.7748 1.6603 4.2074
C -0.4889 3.0482 1.4363
C -0.7133 2.9004 -0.0982
C 1.9458 -3.6749 -3.8537
C 1.5299 1.6852 0.0112
C 2.2503 -4.9788 -4.1881
C 3.8355 2.5461 6.2466
C -0.8110 1.8342 2.2878
C 2.9230 -2.7688 -3.4914
C 0.4593 2.2047 -0.8946
C 2.4174 1.4550 4.6377
C -3.3093 -1.8987 -0.5385
C 0.7546 3.2541 -2.9304
H 3.3915 0.7093 2.8807
H 2.6493 -1.7526 -3.2393
H 0.4961 3.4562 1.6648
H -2.3178 -0.4842 -2.3131
H -6.0030 -1.8791 1.1902
H 0.4368 -1.4831 -2.2716
H 1.7213 2.2971 6.4845
H 1.4577 -5.6621 -4.4626
H -5.0741 -0.6197 3.1609
H 5.0217 -2.4883 -3.1712
H -4.8162 -1.2816 -1.9842
H 1.4356 1.1178 4.3358
H -1.5823 -1.7735 -3.3099
H -1.1966 3.8134 1.7542
H -3.3466 -2.7080 0.1994
H -4.2881 0.5272 2.0901
H 5.6427 1.4986 3.5816
H -2.8133 -1.0555 -0.0506
H 0.8348 0.7010 -2.4215
H 3.9837 3.0567 7.1891
H -0.8673 1.2236 -2.3586
H 5.6068 -4.8112 -3.7745
H -3.7744 -1.1893 2.1129
H 3.8311 -6.4017 -4.4293
H -6.5741 -0.2283 1.3741
H -0.3796 -2.0767 -0.8402
H -5.4077 -2.4341 -0.8015
*
```

Calculated values
**HOMO-LUMO gap**: 8.54 eV
**LUMO level**: -0.6119 eV
**Highest occupied orbital energy**: -9.15 eV
**E_tot**: -63617.40263 eV
**Structure (SMILES)**: CCOCCOCCOC[C@@](C#N)(OC#N)[C@@](C#N)(CC(=O)F)N=C=S.Fc1ccccc1.Fc1ccccc1

Mulliken population analysis, charges in e, atoms 1 to 8: number 1, S, carries -0.311; number 2, F, carries -0.170; number 3, F, carries -0.321; number 4, F, carries -0.235; number 5, O, carries -0.490; number 6, O, carries -0.356; number 7, O, carries -0.558; number 8, O, carries -0.147